This record from OMol25 describes one molecule with the formula C19H24ClNO2. The level of theory is ωB97M-V/def2-TZVPD.

## Properties
**SMILES**: CC(=O)N(CC[C@H](c1ccco1)C(C)C)Cc1ccc(Cl)cc1
**M**: 333.86 g mol⁻¹
**E_LUMO**: 0.71 eV
**HOMO-LUMO gap**: 9.4220 eV

Last column: natural (NBO) charge in e.
Positions of all 47 atoms, in Å:
H (0.15437, -0.42694, -1.73592)  0.22
C (1.92225, -2.05764, -1.49478)  -0.72
O (2.57746, -1.96713, 0.79287)  -0.64
C (-1.88054, -1.77901, -0.44352)  -0.29
H (-4.56459, -3.75939, 0.52377)  0.21
C (-3.63175, -3.53729, 0.01083)  -0.61
H (2.13594, -1.24253, -2.18293)  0.22
H (-0.03979, 4.40766, 2.45033)  0.23
H (-3.77252, -3.73659, -1.04841)  0.22
H (-0.81876, -4.34566, -3.97287)  0.21
H (1.00560, -2.55709, -1.79509)  0.24
H (-2.13331, 0.25624, -1.11738)  0.21
H (-3.28739, -0.97077, -2.98861)  0.23
C (1.18503, 1.36986, 1.57720)  0.05
H (-1.10011, -2.34946, 0.07200)  0.23
C (-2.23746, -2.63232, -4.03538)  -0.31
C (-3.22898, -2.08242, 0.25056)  -0.19
O (-1.14791, -3.29976, -2.21845)  -0.42
C (-0.04588, -0.03658, -0.74031)  -0.22
C (0.64403, 3.66814, 2.06436)  -0.23
H (-1.73306, 0.12072, 0.58738)  0.21
H (0.13087, 1.04678, -0.75563)  0.21
C (-1.90840, -2.24011, -1.86688)  0.31
H (-4.07901, -2.14483, 2.23003)  0.21
C (-3.15378, -1.82707, 1.75499)  -0.61
H (-3.01319, -0.77392, 1.98335)  0.20
C (0.30684, 2.32585, 2.06845)  -0.22
H (3.71829, 3.43378, 0.66907)  0.23
C (-1.51991, -0.28711, -0.39782)  -0.39
H (-0.65095, 2.02358, 2.46682)  0.21
H (-2.86324, -4.20827, 0.38880)  0.21
Cl (2.29782, 5.73332, 1.53931)  0.00
N (0.86352, -0.63730, 0.21133)  -0.45
H (-2.58961, -2.57186, -5.04459)  0.23
H (-0.15671, -0.25258, 2.00605)  0.19
C (-1.35331, -3.53013, -3.52839)  0.07
H (1.56709, -0.66153, 2.13298)  0.27
H (-3.99337, -1.43014, -0.18542)  0.20
C (2.41491, 1.78144, 1.07427)  -0.23
C (1.87144, 4.05690, 1.55477)  -0.05
H (2.73921, -2.77362, -1.53414)  0.24
H (3.10489, 1.04101, 0.69774)  0.23
C (0.82817, -0.09142, 1.56061)  -0.28
H (-2.33432, -2.39218, 2.19434)  0.21
C (1.82451, -1.55629, -0.07166)  0.69
C (-2.59973, -1.79081, -2.95450)  -0.33
C (2.76307, 3.11833, 1.05827)  -0.21

---

This record from OMol25 describes C19H24CoFN5O5 as an isolated structure. The level of theory is ωB97M-V/def2-TZVPD.

## Properties
**Expectation value of S²**: 0.7700
**Net charge**: +2
**M**: 480.36 g mol⁻¹
**E_LUMO (alpha / beta)**: -5.46 / -5.11 eV
**Multiplicity**: 2
**HOMO-LUMO gap (alpha / beta)**: 8.1454 / 8.4935 eV

Last column: natural (NBO) charge in e.
Positions of all 55 atoms, in Å:
H (6.03519, -2.84952, -0.45886)  0.23
H (2.41601, -3.51888, -1.38941)  0.25
H (-1.53743, -3.58315, 0.42941)  0.23
N (-1.59806, -1.69684, -0.55611)  -0.32
H (0.75529, -2.86303, -0.23776)  0.23
H (5.39927, -4.31760, 1.43020)  0.45
C (-2.71492, 5.09383, 1.81063)  0.91
H (-3.97532, 6.04434, -0.77766)  0.41
H (4.40424, -0.70653, 0.95614)  0.23
H (-0.69183, -4.82449, -1.63759)  0.23
C (4.51991, -1.36784, 0.09849)  -0.23
C (0.93645, 0.95770, -0.60720)  -0.20
N (-2.98108, 6.11194, 0.94805)  -0.49
H (4.06017, -3.06148, -1.79473)  0.21
H (-3.17489, -4.68136, -1.13717)  0.25
H (4.17137, -3.26803, 1.75951)  0.44
C (-1.19629, -3.87651, -1.76774)  -0.42
H (-2.36867, 6.33877, -0.93048)  0.40
C (-2.73994, 0.40477, -0.71681)  -0.32
C (2.06508, -1.18245, -0.36345)  0.14
H (-0.80865, -3.27167, -2.57747)  0.23
Co (-2.84055, 3.58435, -0.57977)  1.34
H (6.26213, -2.13594, 1.13516)  0.25
H (3.07534, -4.79268, 0.51203)  0.23
N (3.21838, -1.96721, -0.20895)  -0.45
N (4.76378, -3.63781, 1.01441)  -0.49
C (0.81910, -1.79291, -0.37116)  -0.27
H (-3.25587, 7.03164, 1.25012)  0.42
H (-3.66151, -1.48342, -0.58863)  0.27
C (3.88456, -4.29222, -0.01533)  -0.23
C (-0.36616, -1.06724, -0.52578)  0.19
C (-1.69089, -3.14707, -0.54997)  -0.08
C (-3.02417, 6.63152, 3.62317)  -0.28
H (-3.02140, 6.50679, 4.69986)  0.24
C (-0.31431, 0.33185, -0.62928)  -0.09
O (-1.41198, 2.37227, -0.99701)  -0.69
C (-2.66344, -3.79580, -1.48447)  -0.40
F (3.25275, 0.88708, -0.53112)  -0.32
C (2.07981, 0.22292, -0.49393)  0.35
C (-4.11842, 1.04537, -0.78023)  0.78
O (-2.45917, 3.96205, 1.39744)  -0.70
H (4.93074, -0.77841, -0.72426)  0.23
O (-2.71148, 5.33328, 3.09047)  -0.45
H (-3.26616, -3.15847, -2.11661)  0.24
O (-5.09266, 0.33253, -0.77322)  -0.59
H (0.99347, 2.03296, -0.69981)  0.26
C (-1.52207, 1.12469, -0.78205)  0.50
C (5.51643, -2.48734, 0.42585)  -0.24
H (-2.26050, 7.35781, 3.34455)  0.20
H (4.46773, -5.03544, -0.55601)  0.24
C (3.36248, -3.20446, -0.96126)  -0.24
N (-3.05698, 5.79776, -0.41635)  -0.72
C (-2.71547, -0.95849, -0.61358)  0.18
O (-4.13372, 2.33794, -0.88378)  -0.75
H (-4.01568, 6.96015, 3.30954)  0.20

---

This record from OMol25 describes C19H24F6NNiO4PSb2 as an isolated structure. The level of theory is ωB97M-V/def2-TZVPD.

## Properties
**Expectation value of S²**: 3.7576
**Net charge**: +1
**M**: 777.58 g mol⁻¹
**E_LUMO (alpha / beta)**: -3.45 / -4.70 eV
**Multiplicity**: 4
**HOMO-LUMO gap (alpha / beta)**: 7.5950 / 6.7081 eV

Last column: natural (NBO) charge in e.
Positions of all 58 atoms, in Å:
H (-2.73830, 1.88617, -2.23054)  0.26
C (-2.01747, 2.17190, -2.99409)  -1.00
H (-0.57822, 1.95621, 0.20752)  0.27
C (1.32638, 2.97346, 0.18931)  -0.09
F (-2.81303, -0.42774, -0.10667)  -0.60
C (2.32110, 0.62756, 0.02899)  -0.76
C (2.58927, 4.72374, 1.30788)  -0.20
H (-2.22267, 1.63833, -3.91861)  0.26
C (-2.60764, -5.08054, -0.64481)  -0.17
C (3.06984, -2.23779, 1.39179)  -0.98
H (1.64443, 1.23641, 3.25043)  0.25
H (4.49833, 4.13498, 2.10473)  0.23
F (-4.58934, 0.01816, 1.29866)  -0.55
C (-1.59161, -2.74563, -1.66000)  0.12
O (-2.11802, -5.35901, 2.16793)  -0.63
C (1.46688, 4.29454, 0.62372)  -0.18
F (-3.08024, 0.87238, 2.81637)  -0.55
H (2.99377, 0.12097, 3.56979)  0.24
F (-3.08275, 1.69200, 0.67580)  -0.57
C (-2.27003, -3.59736, -2.51651)  -0.17
F (-2.75116, -1.23951, 1.99377)  -0.60
H (0.66737, 4.99788, 0.42433)  0.21
H (1.05914, 2.48065, -4.64158)  0.25
Ni (-0.79407, -1.49069, 0.76204)  1.37
H (4.04734, -1.77716, 1.52206)  0.24
H (3.02497, -2.73128, 0.42254)  0.24
H (3.33059, 0.27470, -0.18505)  0.25
C (3.61096, 3.82149, 1.57223)  -0.20
H (-2.03962, 3.24843, -3.16002)  0.24
C (1.93490, 0.19018, 3.33026)  -0.97
O (-1.26036, -0.88561, -3.11595)  -0.62
H (0.90894, 3.84586, -3.50155)  0.25
C (-1.01097, -1.39006, -2.03186)  0.77
C (-2.77426, -4.78025, -1.99600)  -0.13
H (-3.00494, -5.98622, -0.21085)  0.26
H (4.29052, 1.81112, 1.33355)  0.21
C (2.35927, 2.06638, 0.45069)  0.04
C (0.01342, 2.59691, -0.43664)  -0.77
C (-1.91893, -4.17002, 0.13153)  0.08
Sb (-0.07366, 1.65677, -2.35386)  1.59
H (2.90949, -2.97595, 2.17529)  0.25
H (1.71478, 0.43451, -0.85312)  0.23
H (2.23827, 2.67116, -3.31894)  0.25
P (-3.04398, 0.26222, 1.36306)  2.61
O (-0.27874, -0.87534, -1.10806)  -0.83
H (-3.31061, -5.46742, -2.63602)  0.24
C (3.48739, 2.51383, 1.14054)  -0.22
C (1.20027, 2.80100, -3.61243)  -1.00
Sb (1.55238, -0.76431, 1.48609)  1.07
N (-1.41994, -3.05219, -0.38191)  -0.52
H (-1.91768, -5.33286, 3.11836)  0.52
F (-1.31869, 0.38189, 1.41821)  -0.63
H (-2.40091, -3.31973, -3.55247)  0.26
H (-0.58255, 3.49323, -0.62741)  0.25
H (2.66482, 5.75289, 1.63054)  0.23
C (-1.64031, -4.26746, 1.60084)  0.79
H (1.34424, -0.29122, 4.10622)  0.25
O (-1.01837, -3.40258, 2.17986)  -0.62

---

Computed values of maximum force (unit: eV/A) for the preceding records, in sequence: 0.9 1.4 0.5.
Computed values of energy (unit: a.u.) for the preceding records, in sequence: -1403.84417 -2870.49775 -4023.49461.